Record 1
# C27H38AsCl2OPPd

C27H38AsCl2OPPd as an isolated structure in a non-equilibrium geometry (ωB97M-V with the def2-TZVPD basis set, OMol25).

The value obtained for the orbital gap (alpha / beta) is 3.685 / 5.585 eV. As for the expectation value of S²: 6.03. The HOMO energy (alpha / beta) comes out at -0.11857 / -0.31316 Eh. Its spin multiplicity is 5.

Last column: Mulliken spin population.
Geometry (Å):
Pd1 -0.211 0.005 -0.405  1.3630
Cl1 -1.209 -0.571 -2.418  0.2875
Cl2 -2.253 -0.873 0.487  0.3530
H1 0.699 1.478 -0.301  0.0328
H2 0.562 1.358 -1.113  0.1249
P1 -0.142 -0.083 -4.041  0.5644
C1 1.577 -0.631 -4.403  0.0250
C2 -1.220 -0.898 -5.321  0.0273
C3 -0.092 1.705 -4.459  -0.0029
C4 2.065 -1.815 -3.570  0.0036
H3 2.183 0.245 -4.115  0.0351
C5 1.805 -0.908 -5.905  0.0449
H4 1.221 -1.776 -6.242  -0.0039
H5 2.868 -1.137 -6.072  -0.0010
H6 1.554 -0.066 -6.562  -0.0025
H7 2.034 -1.598 -2.495  -0.0105
H8 3.111 -2.010 -3.848  0.0048
H9 1.482 -2.722 -3.774  -0.0013
H10 0.859 2.019 -3.996  -0.0031
C6 -1.215 2.545 -3.854  0.0074
C7 0.005 1.940 -5.980  0.0313
H11 0.984 1.657 -6.385  0.0013
H12 -0.129 3.008 -6.202  -0.0021
H13 -0.781 1.400 -6.528  -0.0023
H14 -1.176 2.544 -2.760  -0.0139
H15 -2.200 2.198 -4.188  0.0014
H16 -1.086 3.579 -4.202  0.0001
C8 -1.230 -2.414 -5.158  0.0131
H17 -0.780 -0.681 -6.308  -0.0109
C9 -2.638 -0.331 -5.329  0.0057
H18 -0.255 -2.873 -5.346  -0.0005
H19 -1.916 -2.820 -5.912  0.0000
H20 -1.582 -2.724 -4.169  0.0009
H21 -3.098 -0.308 -4.335  0.0052
H22 -3.255 -0.973 -5.970  -0.0007
H23 -2.683 0.674 -5.761  0.0002
O1 0.343 -0.024 1.542  0.3181
As1 0.136 -0.063 3.226  0.4075
C10 0.046 1.771 3.792  -0.0720
C11 -1.163 2.450 3.590  0.0599
C12 -1.320 3.736 4.125  -0.0243
C13 -0.265 4.347 4.808  0.0552
C14 0.959 3.688 4.937  -0.0181
C15 1.126 2.393 4.423  0.0354
C16 -1.310 -0.839 4.307  -0.0280
C17 -2.365 -1.518 3.706  -0.0015
C18 -3.372 -2.088 4.487  0.0020
C19 -3.331 -1.956 5.884  0.0048
C20 -2.289 -1.238 6.485  0.0013
C21 -1.275 -0.667 5.695  0.0403
C22 1.741 -0.932 3.794  -0.0024
C23 1.722 -1.944 4.758  0.0680
C24 2.930 -2.502 5.196  -0.0457
C25 4.146 -2.089 4.631  0.1661
C26 4.141 -1.139 3.603  -0.0657
C27 2.940 -0.579 3.157  0.1361
H24 -1.975 1.970 3.042  0.0056
H25 -2.279 4.246 4.019  -0.0016
H26 -0.400 5.337 5.255  0.0078
H27 1.793 4.164 5.458  -0.0014
H28 2.082 1.871 4.528  0.0019
H29 -2.406 -1.569 2.612  -0.0039
H30 -4.185 -2.628 3.996  -0.0013
H31 -4.109 -2.407 6.505  -0.0005
H32 -2.251 -1.116 7.570  -0.0055
H33 -0.467 -0.101 6.165  0.0297
H34 0.776 -2.289 5.171  0.0225
H35 2.918 -3.248 5.989  -0.0040
H36 5.088 -2.497 5.006  0.0199
H37 5.082 -0.813 3.153  -0.0036
H38 2.932 0.129 2.328  0.0204

---

Record 2
# C4H7N3

One molecule with the formula C4H7N3 (ωB97M-V with the def2-TZVPD basis set, OMol25).

The value obtained for the orbital gap is 9.024 eV. The HOMO energy comes out at -0.29038 Eh. Its spin multiplicity is 1. The SMILES is CNc1cc[nH]n1. The relative energy (zero: lowest compared OMol25 entry of this formula, charge and spin) comes out at 0.480 eV.

Last column: natural (NBO) charge in e.
Geometry (Å):
C1 -1.449 -1.104 1.333  -0.4024
N1 -1.152 -0.873 -0.066  -0.6094
C2 -0.054 -0.106 -0.428  0.3049
C3 0.455 1.047 0.225  -0.4018
C4 1.478 1.471 -0.589  -0.0303
N2 1.532 0.614 -1.627  -0.3428
N3 0.610 -0.371 -1.545  -0.3314
H1 -1.025 -0.294 1.933  0.2013
H2 -2.532 -1.107 1.496  0.1951
H3 -1.039 -2.051 1.715  0.1815
H4 -1.244 -1.684 -0.661  0.3854
H5 0.111 1.514 1.136  0.2275
H6 2.150 2.315 -0.508  0.2166
H7 2.159 0.627 -2.415  0.4058

---

Record 3
# ClFH2NOP

One molecule with the formula ClFH2NOP in a non-equilibrium geometry (ωB97M-V with the def2-TZVPD basis set, OMol25).

The value obtained for the orbital gap is 10.786 eV. The HOMO energy comes out at -0.37537 Eh. Its spin multiplicity is 1. The SMILES is N=[P@@](O)(F)Cl. The relative energy (zero: lowest compared OMol25 entry of this formula, charge and spin) comes out at 0.106 eV.

Last column: natural (NBO) charge in e.
Geometry (Å):
N1 -1.028 -0.031 0.772  -1.3277
P1 0.096 -0.058 -0.282  2.1376
O1 1.252 0.814 0.306  -0.9672
F1 0.876 -1.382 -0.397  -0.5555
Cl1 -0.171 0.324 -2.150  -0.2089
H1 -1.946 -0.331 0.469  0.3948
H2 0.922 0.664 1.281  0.5269

---

Record 4
# C8H15HgNO8

C8H15HgNO8 as an isolated structure in a non-equilibrium geometry (ωB97M-V with the def2-TZVPD basis set, OMol25).

The value obtained for the orbital gap (alpha / beta) is 2.461 / 5.191 eV. As for the expectation value of S²: 0.75. The HOMO energy (alpha / beta) comes out at 0.18375 / 0.09211 Eh. Its spin multiplicity is 2. Its net charge is -3.

Last column: Mulliken spin population.
Geometry (Å):
Hg1 15.985 -18.509 -1.152  -0.1306
C1 13.181 -18.909 -1.170  -0.0392
O1 11.980 -19.005 -0.989  0.0056
O2 14.050 -19.580 -0.546  -0.0241
O3 13.696 -17.938 -1.678  -0.0023
C2 17.530 -17.107 0.603  -0.0051
O4 18.039 -17.854 -0.222  0.0271
O5 18.183 -16.628 1.531  -0.0005
O6 16.309 -17.035 0.607  0.0040
C3 17.855 -21.511 -0.666  0.7734
O7 16.969 -20.660 -1.476  -1.2108
C4 17.166 -21.035 -2.879  2.0944
C5 15.916 -20.687 -3.674  0.9364
N1 15.690 -19.248 -3.483  -1.7094
C6 16.523 -18.437 -4.399  1.4570
C7 16.271 -16.905 -4.028  0.4182
O8 16.921 -16.658 -2.810  -0.1152
C8 16.495 -15.402 -2.366  -0.0130
H1 17.483 -21.687 0.343  0.0937
H2 18.785 -20.942 -0.687  -0.0570
H3 17.864 -22.592 -0.798  -0.3230
H4 17.128 -22.125 -2.895  -0.2433
H5 18.111 -20.637 -3.248  -0.1403
H6 15.090 -21.216 -3.199  0.3770
H7 16.138 -21.145 -4.638  -0.5440
H8 14.723 -19.228 -3.773  0.2474
H9 16.239 -18.518 -5.448  -0.8230
H10 17.577 -18.641 -4.210  0.0355
H11 15.217 -16.673 -3.878  0.0389
H12 16.506 -16.208 -4.832  -0.1176
H13 16.272 -14.702 -3.171  -0.0125
H14 17.158 -14.916 -1.650  0.0016
H15 15.543 -15.655 -1.898  0.0007

---

Record 5
# F4H4HfO2Pb

F4H4HfO2Pb as an isolated structure in a non-equilibrium geometry (ωB97M-V with the def2-TZVPD basis set, OMol25).

The value obtained for the orbital gap is 6.030 eV. The HOMO energy comes out at -0.63084 Eh. Its spin multiplicity is 1. Its net charge is +2.

Last column: Löwdin charge in e.
Geometry (Å):
Pb1 -7.627 -0.372 12.707  1.8614
Hf1 -5.560 -1.889 16.767  2.2669
F1 -4.958 0.210 16.621  -0.4935
F2 -6.565 -3.633 15.648  -0.5188
F3 -7.494 -1.779 17.740  -0.4063
F4 -7.056 -0.977 15.168  -0.6392
O1 -6.013 1.413 13.897  -0.1571
H1 -5.425 1.019 14.559  0.0321
H2 -6.133 2.326 14.190  0.1013
O2 -9.364 0.427 16.457  -0.0344
H3 -8.629 0.021 15.987  -0.0477
H4 -9.647 1.161 15.902  0.0354

---

Record 6
# C3H12N2O3

A 3-piece molecular cluster, C3H12N2O3 overall in a non-equilibrium geometry (ωB97M-V with the def2-TZVPD basis set, OMol25).

The value obtained for the orbital gap is 10.114 eV. The HOMO energy comes out at -0.35094 Eh. Its spin multiplicity is 1. The SMILES is C[C@@H](N)C(N)=O.O.O. The relative energy (zero: lowest compared OMol25 entry of this formula, charge and spin) comes out at 2.365 eV.

Last column: natural (NBO) charge in e.
Geometry (Å):
C1 0.989 -1.788 -0.168  -0.6415
C2 0.394 -1.309 -1.503  -0.1410
N1 -0.926 -1.908 -1.803  -0.8423
C3 -0.132 0.202 -1.050  0.7100
N2 0.198 1.083 -2.038  -0.8105
O1 -0.692 0.461 -0.020  -0.6369
H1 0.600 -1.246 0.658  0.2292
H2 1.992 -2.032 -0.079  0.2186
H3 0.430 -2.858 -0.089  0.1917
H4 1.114 -1.549 -2.428  0.2087
H5 -1.569 -1.537 -1.065  0.3669
H6 -0.965 -2.853 -1.877  0.3585
H7 -0.123 1.987 -2.127  0.3905
H8 0.824 0.778 -2.759  0.3952
O2 0.785 3.138 2.504  -0.9311
H9 0.450 2.652 1.714  0.4712
H10 1.587 3.456 2.290  0.4599
O3 -0.754 -0.278 3.013  -0.9317
H11 -0.491 0.590 2.661  0.4764
H12 -0.969 -0.803 2.341  0.4582

---

What calculated total energy values result from the calculations? In sequence: -129307.004 -8731.199 -28100.808 -30574.637 -21566.700 -12426.984 eV.
What molecular weight values result from the calculations? In sequence: 661.8 97.1 117.4 453.8 497.7 124.1 g mol⁻¹.